ORCA calculation (the ωB97M-V functional and the def2-TZVPD basis) on 7 unconnected molecules or ions with the total composition C42H94N4O7.

Its HOMO-LUMO gap is 8.5 eV. As for the energy relative to the best compared isomer or geometry (same formula, charge and spin): 5.009 eV. The value obtained for the highest occupied orbital energy is -7.98 eV. As for the SMILES: CC1(C)CCCC(C)(C)N1O.CC1(C)CCCC(C)(C)N1O.CC1(C)CCCC(C)(C)N1O.CC1(C)CCCC(C)(C)N1O.CCO.CCO.CCO. Its multiplicity is 1.

Atoms and positions in Å:
C 5.00 3.47 -1.64
C 5.85 2.28 -1.92
O 4.93 1.19 -2.12
H 5.67 4.34 -1.55
H 4.39 3.41 -0.77
H 4.37 3.66 -2.50
H 6.42 2.10 -1.07
H 6.43 2.54 -2.84
H 5.48 0.34 -2.24
C 5.57 -3.66 -0.45
C 6.39 -3.40 -1.71
O 6.44 -1.99 -1.95
H 6.08 -3.30 0.46
H 5.58 -4.73 -0.26
H 4.62 -3.22 -0.59
H 5.97 -3.92 -2.57
H 7.38 -3.73 -1.51
H 6.71 -1.95 -2.88
C 1.65 -0.36 1.73
C 1.32 -1.50 0.76
O 0.26 -1.15 -0.09
H 1.05 -0.60 2.60
H 1.28 0.60 1.30
H 2.72 -0.28 2.02
H 1.21 -2.44 1.29
H 2.19 -1.56 0.11
H -0.49 -0.99 0.52
C -0.88 2.97 -6.03
C -0.80 2.07 -4.79
C 0.63 1.73 -4.49
C 0.87 1.03 -3.08
C 0.12 1.87 -2.01
C -1.27 2.31 -2.31
N -1.34 2.85 -3.68
O -2.74 3.08 -4.01
C -2.19 1.08 -2.08
C -1.69 3.41 -1.36
C -1.66 0.84 -5.19
H -0.20 2.47 -6.71
H -0.59 3.99 -5.83
H -1.79 3.07 -6.57
H 1.19 1.23 -5.29
H 1.09 2.75 -4.40
H 1.92 1.03 -2.83
H 0.41 0.05 -3.15
H 0.75 2.78 -1.80
H 0.13 1.31 -1.09
H -2.18 0.96 -0.95
H -3.25 1.29 -2.39
H -1.87 0.15 -2.60
H -2.74 3.23 -1.12
H -1.15 3.34 -0.43
H -1.57 4.40 -1.81
H -1.19 0.30 -6.03
H -2.66 1.06 -5.52
H -1.69 0.14 -4.34
H -2.83 3.96 -3.62
C 0.39 -4.68 -1.28
C -0.75 -4.79 -2.30
C -1.60 -6.05 -1.86
C -2.92 -6.11 -2.61
C -3.74 -4.81 -2.38
C -2.92 -3.60 -2.78
N -1.58 -3.63 -2.04
O -0.89 -2.42 -2.24
C -2.72 -3.51 -4.34
C -3.65 -2.31 -2.42
C -0.23 -4.97 -3.69
H -0.04 -4.57 -0.24
H 1.00 -3.72 -1.40
H 0.99 -5.56 -1.43
H -0.97 -6.88 -2.02
H -1.81 -5.86 -0.79
H -3.46 -6.96 -2.43
H -2.72 -6.22 -3.64
H -4.05 -4.70 -1.41
H -4.67 -4.72 -2.94
H -3.64 -3.44 -4.95
H -1.95 -2.74 -4.50
H -2.31 -4.42 -4.78
H -3.34 -1.51 -3.09
H -4.66 -2.41 -2.73
H -3.47 -2.08 -1.35
H -0.05 -3.95 -4.09
H -0.93 -5.55 -4.29
H 0.69 -5.60 -3.67
H -0.57 -2.21 -1.32
C -4.15 1.06 1.33
C -3.98 -0.07 2.39
C -5.34 -0.82 2.41
C -5.42 -2.13 3.08
C -4.39 -3.08 2.40
C -2.96 -2.41 2.47
N -3.05 -1.07 1.92
O -1.73 -0.50 1.84
C -2.39 -2.62 3.96
C -2.12 -3.30 1.62
C -3.77 0.46 3.83
H -3.20 1.59 1.10
H -4.87 1.77 1.70
H -4.48 0.51 0.46
H -6.18 -0.17 2.70
H -5.45 -0.97 1.32
H -6.49 -2.49 3.09
H -5.13 -2.02 4.14
H -4.62 -3.14 1.31
H -4.29 -4.13 2.76
H -2.30 -3.65 4.18
H -1.36 -2.25 3.90
H -2.90 -2.19 4.81
H -1.05 -3.07 1.55
H -2.31 -4.35 1.85
H -2.35 -3.18 0.56
H -2.90 1.07 3.91
H -3.56 -0.38 4.56
H -4.68 0.98 4.11
H -1.44 -0.25 2.70
C 0.24 2.89 4.11
C 1.50 3.67 4.57
C 2.46 2.75 5.39
C 3.84 3.41 5.53
C 4.44 3.67 4.19
C 3.57 4.66 3.43
N 2.22 4.10 3.38
O 1.31 4.96 2.70
C 3.84 6.04 3.95
C 4.08 4.62 1.98
C 1.09 4.80 5.50
H -0.52 3.56 3.74
H 0.56 2.14 3.39
H -0.14 2.51 5.03
H 1.96 2.61 6.30
H 2.61 1.82 4.89
H 3.76 4.31 6.09
H 4.51 2.80 6.22
H 4.49 2.67 3.67
H 5.49 3.94 4.25
H 3.11 6.65 3.42
H 4.81 6.43 3.57
H 3.83 6.24 5.05
H 3.44 5.27 1.39
H 4.08 3.59 1.63
H 5.08 5.02 1.96
H 1.97 5.31 5.73
H 0.28 5.41 5.25
H 0.76 4.25 6.41
H 1.42 4.80 1.74

Löwdin population analysis, charges in e, atoms 1 to 4:
1 C -0.099
2 C -0.323
3 O -0.108
4 H 0.086

---

ORCA calculation (the ωB97M-V functional and the def2-TZVPD basis) on 8 unconnected molecules or ions with the total composition C42H98F9N5O16.

Its HOMO-LUMO gap (alpha / beta) is 2.4 / 2.4 eV. The expectation value of S² is 0.754. The value obtained for the highest occupied orbital energy (alpha / beta) is -9.08 / -9.08 eV. Its multiplicity is 2. Its net charge is +3.

Atoms and positions in Å:
C 1.53 -0.84 -0.43
O 0.57 -0.11 -1.12
O 2.49 0.15 -0.12
C 0.90 -1.66 0.81
F 1.84 -2.30 1.49
F 0.22 -0.83 1.64
F 0.14 -2.67 0.52
C -0.03 -0.70 -2.24
C -1.11 0.16 -2.84
H -0.85 1.21 -2.95
H -1.32 -0.12 -3.87
H -2.07 0.04 -2.33
H -0.55 -1.64 -2.07
H 0.64 -0.85 -3.09
H 2.00 -1.54 -1.12
C 3.28 -5.48 -3.02
O 2.24 -6.10 -2.19
O 3.03 -6.02 -4.31
C 3.48 -3.94 -2.70
F 2.32 -3.27 -2.73
F 4.09 -3.72 -1.52
F 4.21 -3.31 -3.60
C 2.31 -6.06 -0.77
C 1.18 -6.87 -0.06
H 0.16 -6.60 -0.35
H 1.31 -7.94 -0.23
H 1.31 -6.71 1.01
H 2.32 -5.06 -0.33
H 3.27 -6.37 -0.37
H 4.17 -5.97 -2.63
C -1.44 -6.16 -5.63
O -1.24 -5.90 -4.15
O -0.58 -7.25 -5.88
C -2.99 -6.14 -6.15
F -2.98 -6.31 -7.49
F -3.68 -7.12 -5.62
F -3.64 -4.98 -5.90
C -1.49 -4.61 -3.56
C -0.91 -4.51 -2.12
H -1.38 -5.18 -1.41
H 0.17 -4.63 -2.05
H -1.18 -3.52 -1.74
H -2.57 -4.51 -3.48
H -1.13 -3.80 -4.19
H -0.97 -5.34 -6.17
C -7.73 -2.89 1.51
O -7.12 -3.34 2.67
C -6.39 -2.33 3.36
C -5.11 -1.80 2.63
N -4.22 -3.05 2.25
H -3.95 -3.58 3.06
H -4.77 -3.63 1.62
C -2.93 -2.65 1.43
C -3.27 -1.79 0.20
O -3.63 -0.46 0.54
C -2.59 0.28 1.06
H -8.24 -3.72 1.03
H -7.09 -2.41 0.76
H -8.41 -2.07 1.74
H -5.98 -2.76 4.27
H -7.00 -1.49 3.70
H -4.55 -1.11 3.26
H -5.45 -1.33 1.71
H -2.53 -3.59 1.04
H -2.27 -2.27 2.21
H -4.09 -2.24 -0.37
H -2.44 -1.68 -0.49
H -3.06 1.26 1.16
H -1.74 0.22 0.38
H -2.30 -0.02 2.06
C 1.30 0.51 4.08
O 1.77 1.46 3.11
C 1.17 2.76 3.31
C 1.58 3.63 2.11
N 1.40 2.78 0.83
H 2.04 3.08 0.11
H 1.75 1.84 0.96
C 0.02 2.81 0.30
C -0.34 4.18 -0.35
O -0.62 4.02 -1.73
C 0.52 3.98 -2.60
H 0.21 0.45 4.15
H 1.61 0.65 5.12
H 1.59 -0.43 3.62
H 1.64 3.34 4.11
H 0.09 2.68 3.37
H 2.66 3.75 2.24
H 0.98 4.53 2.04
H -0.60 2.48 1.13
H 0.00 2.07 -0.50
H 0.34 5.00 -0.11
H -1.37 4.45 -0.10
H 1.17 4.81 -2.32
H 0.11 4.12 -3.60
H 1.07 3.04 -2.49
C 2.23 2.88 -5.78
O 2.54 2.35 -4.48
C 2.86 0.89 -4.47
C 4.01 0.64 -3.56
N 4.01 1.43 -2.27
H 3.61 2.36 -2.30
H 3.26 1.03 -1.71
C 5.31 1.45 -1.41
C 5.82 -0.01 -1.24
O 6.59 -0.43 -2.40
C 7.12 -1.76 -2.26
H 1.22 2.61 -6.08
H 2.94 2.52 -6.52
H 2.39 3.96 -5.75
H 3.11 0.48 -5.45
H 1.89 0.41 -4.34
H 4.92 0.81 -4.14
H 4.03 -0.43 -3.32
H 5.16 2.04 -0.51
H 5.99 2.07 -2.00
H 4.89 -0.56 -1.09
H 6.35 -0.13 -0.29
H 8.00 -1.73 -1.61
H 7.36 -2.08 -3.28
H 6.35 -2.41 -1.85
C 4.78 0.01 2.89
O 5.69 0.74 3.74
C 5.05 1.43 4.80
C 6.12 2.22 5.42
N 6.83 3.18 4.44
H 7.32 3.95 4.87
H 7.59 2.61 4.10
C 6.02 3.80 3.24
C 5.15 4.96 3.73
O 4.28 4.46 4.76
C 3.52 5.42 5.44
H 4.07 0.60 2.31
H 4.10 -0.68 3.38
H 5.34 -0.58 2.16
H 4.69 0.66 5.48
H 4.15 2.00 4.56
H 6.90 1.56 5.78
H 5.76 2.78 6.28
H 5.50 3.00 2.71
H 6.71 4.25 2.52
H 4.58 5.39 2.91
H 5.86 5.66 4.19
H 4.02 6.37 5.58
H 3.06 5.20 6.41
H 2.71 5.71 4.77
C -10.02 0.97 1.48
O -8.82 1.53 0.99
C -7.71 0.72 0.91
C -6.53 1.52 0.44
N -6.44 2.78 1.33
H -7.22 3.36 1.07
H -6.75 2.40 2.22
C -5.10 3.61 1.31
C -4.85 4.03 -0.07
O -4.42 2.92 -0.84
C -4.07 3.11 -2.19
H -10.39 0.23 0.77
H -10.71 1.74 1.84
H -9.90 0.45 2.44
H -8.06 -0.07 0.24
H -7.51 0.26 1.87
H -6.74 1.92 -0.55
H -5.62 0.92 0.42
H -4.30 2.97 1.70
H -5.33 4.38 2.04
H -3.99 4.69 -0.02
H -5.66 4.55 -0.58
H -4.90 3.55 -2.75
H -3.87 2.17 -2.72
H -3.16 3.71 -2.28

Löwdin population analysis, charges in e, atoms 1 to 4:
1 C -0.377
2 O -0.114
3 O -0.236
4 C -0.579

---

ORCA calculation (the ωB97M-V functional and the def2-TZVPD basis) on a molecular structure, C43H105F3N7Ni2O9PSV.

Its HOMO-LUMO gap (alpha / beta) is 5.5 / 5.4 eV. The expectation value of S² is 6.010. The value obtained for the highest occupied orbital energy (alpha / beta) is -9.86 / -9.86 eV. Its multiplicity is 5. Its net charge is +1.

Atoms and positions in Å:
O 0.48 -0.68 4.68
V 1.95 -0.60 4.15
O 2.44 -2.02 3.64
Ni 4.22 1.15 1.36
Ni 1.14 2.96 2.81
C 0.28 -0.32 -0.63
F 0.45 0.43 -1.72
F -1.06 -0.38 -0.36
F 0.77 -1.53 -0.88
S 1.23 0.53 0.78
O 1.23 -0.32 1.99
O 2.62 0.64 0.29
O 0.67 1.87 1.11
P 3.33 1.86 3.70
O 2.99 2.31 2.28
O 1.83 1.73 4.08
O 4.11 3.17 4.06
O 3.96 0.58 3.13
C -4.09 0.03 1.00
C -5.15 1.19 1.14
N -5.40 1.53 2.51
C -6.10 0.44 3.27
C -6.27 0.66 4.74
C -6.09 2.81 2.63
C -7.32 2.97 1.69
H -4.34 -0.97 1.34
H -3.20 0.30 1.57
H -3.72 -0.05 -0.02
H -4.71 2.08 0.68
H -6.11 1.04 0.65
H -7.04 0.19 2.79
H -5.49 -0.46 3.20
H -6.38 -0.34 5.17
H -5.41 1.16 5.20
H -7.19 1.20 4.99
H -5.37 3.63 2.50
H -6.41 3.01 3.65
H -7.00 2.84 0.66
H -7.82 3.94 1.76
H -8.05 2.19 1.90
C 5.04 -3.76 -3.59
C 4.29 -2.96 -4.63
N 4.73 -1.51 -4.60
C 3.64 -0.65 -5.15
C 2.46 -0.53 -4.15
C 5.93 -1.24 -5.40
C 6.63 0.05 -5.02
H 4.60 -4.75 -3.47
H 4.89 -3.37 -2.59
H 6.09 -3.81 -3.89
H 4.45 -3.35 -5.63
H 3.23 -3.15 -4.53
H 3.95 0.39 -5.23
H 3.26 -1.04 -6.09
H 1.81 0.31 -4.38
H 1.81 -1.40 -4.16
H 2.78 -0.26 -3.15
H 5.73 -1.23 -6.47
H 6.63 -2.08 -5.42
H 6.81 0.15 -3.95
H 5.91 0.86 -5.18
H 7.51 0.28 -5.62
C -3.80 -1.43 -2.21
C -3.40 -2.70 -1.40
N -4.24 -3.87 -1.73
C -4.22 -4.33 -3.13
C -2.82 -4.61 -3.69
C -5.62 -3.59 -1.32
C -6.37 -4.85 -0.92
H -4.79 -1.19 -1.82
H -3.85 -1.66 -3.27
H -3.10 -0.60 -2.12
H -2.40 -3.02 -1.71
H -3.32 -2.50 -0.34
H -4.83 -5.23 -3.17
H -4.73 -3.61 -3.77
H -2.17 -5.18 -3.02
H -2.86 -5.19 -4.61
H -2.30 -3.68 -3.93
H -6.10 -3.04 -2.13
H -5.68 -3.02 -0.39
H -5.91 -5.41 -0.11
H -6.48 -5.51 -1.77
H -7.32 -4.55 -0.48
C -1.43 4.51 1.18
C -1.83 3.33 2.20
N -0.91 3.21 3.34
C -1.04 4.45 4.08
C -0.19 4.54 5.37
C -1.34 2.01 4.09
C -2.64 2.14 4.92
H -0.42 4.39 0.77
H -1.66 5.54 1.44
H -2.06 4.41 0.30
H -2.83 3.58 2.55
H -1.97 2.39 1.67
H -0.76 5.32 3.49
H -2.07 4.68 4.33
H -0.50 3.82 6.13
H 0.87 4.34 5.23
H -0.29 5.56 5.73
H -0.58 1.80 4.84
H -1.47 1.12 3.47
H -3.50 2.34 4.27
H -2.64 2.82 5.77
H -2.88 1.16 5.34
C -0.07 4.35 -3.09
C 0.53 3.27 -3.98
N 1.79 3.66 -4.60
C 2.95 3.57 -3.63
C 4.27 3.40 -4.38
C 1.82 4.95 -5.18
C 0.69 5.12 -6.26
H -0.88 4.03 -2.44
H -0.44 5.25 -3.59
H 0.76 4.72 -2.49
H 0.57 2.33 -3.43
H -0.16 3.11 -4.81
H 3.09 4.41 -2.96
H 2.83 2.70 -2.98
H 5.03 3.19 -3.62
H 4.22 2.46 -4.93
H 4.48 4.22 -5.06
H 2.74 5.21 -5.71
H 1.74 5.74 -4.44
H 1.09 5.66 -7.12
H -0.15 5.71 -5.89
H 0.36 4.15 -6.62
C -0.37 -3.93 1.29
C -1.54 -3.22 1.95
N -1.55 -3.06 3.41
C -1.33 -4.31 4.17
C -2.51 -5.29 4.02
C -2.73 -2.29 3.86
C -2.75 -2.03 5.41
H -0.50 -4.98 1.51
H 0.58 -3.59 1.70
H -0.39 -3.76 0.21
H -1.62 -2.22 1.50
H -2.46 -3.69 1.59
H -0.38 -4.76 3.90
H -1.12 -4.04 5.21
H -2.55 -5.63 2.99
H -2.30 -6.10 4.72
H -3.49 -4.88 4.23
H -3.67 -2.79 3.62
H -2.81 -1.32 3.35
H -3.29 -1.11 5.61
H -1.72 -1.96 5.74
H -3.23 -2.83 5.98
C 7.96 -0.93 0.41
C 6.83 -0.03 0.87
N 5.41 -0.48 0.59
C 5.21 -0.71 -0.90
C 5.30 0.63 -1.72
C 5.21 -1.80 1.20
C 3.89 -2.53 0.95
H 8.11 -1.80 1.04
H 8.85 -0.32 0.54
H 7.86 -1.07 -0.67
H 6.98 0.12 1.94
H 7.02 0.95 0.44
H 5.87 -1.50 -1.25
H 4.18 -1.06 -1.01
H 5.06 0.48 -2.78
H 4.70 1.44 -1.32
H 6.33 0.99 -1.75
H 5.35 -1.68 2.28
H 6.03 -2.49 1.00
H 3.12 -1.78 1.14
H 3.80 -3.40 1.60
H 3.69 -2.92 -0.04

Löwdin population analysis, charges in e, atoms 1 to 4:
1 O -0.248
2 V 1.002
3 O -0.271
4 Ni 0.833

---

Number 1: E_tot -2402.0803 Eh. Number 2: E_tot -4034.0064 Eh. Number 3: E_tot -7761.3033 Eh.